{"formula": "C18H14BaF5IN2O", "method": "wB97M-V/def2-TZVPD", "species": ["Ba", "I", "F", "F", "F", "F", "F", "O", "N", "N", "C", "C", "C", "C", "C", "C", "C", "C", "C", "C", "C", "C", "C", "C", "C", "C", "C", "C", "H", "H", "H", "H", "H", "H", "H", "H", "H", "H", "H", "H", "H", "H"], "xyz": [[1.501932, 1.655966, -0.280142], [-1.212904, 4.847412, 0.157058], [1.731519, -2.716325, 2.389055], [-1.208664, -1.485304, 5.904540], [-1.547841, 0.992800, 4.790135], [0.413048, -3.349175, 4.732910], [-0.264812, 1.607337, 2.419266], [1.301891, -0.297683, 1.279245], [-1.420826, 1.106191, -1.512492], [0.708823, -0.685153, -1.587754], [1.607184, -2.895512, -1.832421], [1.594796, -1.620236, -1.290116], [3.459518, 0.238780, -0.723121], [0.967972, -1.803298, 3.018589], [-2.474485, 1.938541, -1.411236], [1.366558, 4.094177, 0.490972], [-0.515318, -2.319492, -2.787867], [-2.792088, -0.401506, -2.781793], [0.286713, -2.119439, 4.168592], [-3.714052, 1.630474, -1.935834], [-0.723890, 0.096038, 4.209032], [-1.559017, -0.065559, -2.184968], [0.795124, -0.533821, 2.391159], [-3.909696, 0.470978, -2.645438], [0.509088, -3.261125, -2.616226], [-0.554055, -1.178602, 4.767917], [-0.045232, 0.410535, 3.053060], [-0.435705, -1.028783, -2.228070], [3.664082, 1.331570, -0.458296], [1.536769, 4.995968, -0.063623], [2.415623, -1.337331, -0.617872], [-1.409899, -2.568097, -3.356795], [-2.853078, -1.342157, -3.345589], [-4.824762, 0.170220, -3.120067], [3.593932, 0.083674, -1.835543], [2.484570, -3.512911, -1.599487], [-4.534672, 2.351291, -1.784965], [1.315958, 4.097973, 1.527116], [-2.263381, 2.880352, -0.882466], [2.613750, 4.186535, 0.543762], [0.459258, -4.261700, -3.060741], [3.936285, -0.403596, 0.100522]], "forces_ev_per_angstrom": [[-3.99, 0.31, 0.40], [0.00, 0.17, 0.07], [-0.05, 0.03, 0.13], [0.10, -0.04, -0.07], [0.36, -0.47, -0.20], [-0.07, 0.76, -0.32], [0.25, -0.53, 0.25], [1.52, 1.01, -2.50], [0.19, -0.32, -0.29], [-1.25, -0.06, 0.36], [-0.26, -0.15, 0.08], [0.60, -0.31, -0.47], [4.29, 0.80, 0.25], [-0.38, 0.78, -0.17], [1.15, -0.65, 0.09], [4.09, 0.81, -1.46], [-0.41, 0.14, -0.02], [-0.08, 0.46, 0.18], [-0.26, -0.28, 0.60], [-1.24, 0.95, 0.06], [-0.02, -0.36, 0.29], [-1.57, 0.81, -0.29], [-1.29, -0.65, 2.41], [2.00, -1.43, -0.24], [0.30, 0.35, 0.08], [-0.13, 0.36, 0.02], [0.18, -0.44, -0.37], [1.70, -0.94, 0.28], [0.99, -1.74, -0.52], [-1.28, 1.50, 0.51], [-0.90, -0.38, -0.39], [0.37, -0.23, 0.19], [-0.31, 0.64, 0.31], [-0.39, 0.21, 0.05], [-0.12, -0.24, 1.53], [-0.74, -0.08, -0.22], [0.46, -0.46, -0.13], [-1.07, 1.07, 2.07], [-0.40, -0.72, -0.37], [-1.42, -1.88, -0.60], [-0.13, 0.51, 0.10], [-0.84, 0.68, -1.71]], "mulliken_charge": [1.780, -0.161, -0.328, -0.320, -0.311, -0.307, -0.214, -0.327, 0.167, 0.221, -1.039, -0.199, -1.322, 0.172, 0.633, -2.157, -0.435, -0.419, 0.280, -0.675, -0.055, 0.524, 0.021, -0.503, -0.566, 0.443, 0.094, 0.239, 0.534, 0.548, 0.423, 0.278, 0.223, 0.455, 0.412, 0.390, 0.351, 0.690, -0.555, 0.270, 0.405, 0.340], "homo_energy_ev": [-7.4, -7.4], "homo_lumo_gap_ev": [5.75, 5.31], "relative_energy_kj_mol": 815.9, "lumo_energy_ev": [-1.64, -2.07]}

***

{"formula": "C6H6FNS", "method": "wB97M-V/def2-TZVPD", "species": ["S", "F", "N", "C", "C", "C", "C", "C", "C", "H", "H", "H", "H", "H", "H"], "xyz": [[-2.007568, -1.547311, -0.243111], [2.025426, 0.320269, -1.016549], [-1.152469, 0.224817, -1.867502], [1.089524, 0.684502, 1.075721], [-0.606085, -0.637507, 0.184319], [-0.313313, 0.243677, -0.786555], [0.921443, 0.988034, -0.400951], [-2.071517, -0.630169, -1.698736], [0.249162, -0.659139, 1.330083], [0.932700, 2.066283, -0.645310], [0.726734, 1.413916, 1.747579], [-0.253523, -0.797211, 2.317014], [2.276155, 0.495521, 1.369029], [0.882871, -1.497628, 1.183773], [-2.699541, -0.668055, -2.548803]], "forces_ev_per_angstrom": [[0.03, 0.01, 0.11], [-0.31, 0.72, -0.32], [1.94, 1.79, -0.01], [2.55, -2.47, 1.38], [-2.19, -0.45, -0.89], [-0.16, 0.01, 0.38], [0.62, 0.00, -0.32], [-0.19, -0.22, -0.53], [1.06, 0.84, 1.36], [0.27, -0.62, -0.13], [-0.44, 1.10, 0.44], [0.43, 0.54, -0.70], [-3.13, 0.64, -0.95], [0.93, -0.91, 0.30], [-1.40, -0.99, -0.14]], "mulliken_charge": [-0.200, -0.328, -0.648, -0.829, 0.581, -0.470, 0.425, -0.114, -0.487, 0.321, 0.373, 0.377, 0.276, 0.221, 0.502], "smiles": "F[C@@H]1CCc2scnc21", "homo_energy_ev": -9.3, "homo_lumo_gap_ev": 10.03, "relative_energy_kj_mol": 0.0, "lumo_energy_ev": 0.73}

***

{"formula": "C28H36AuN6OP2", "method": "wB97M-V/def2-TZVPD", "species": ["Au", "P", "P", "O", "N", "N", "N", "N", "N", "N", "C", "C", "C", "C", "C", "C", "C", "C", "C", "C", "C", "C", "C", "C", "C", "C", "C", "C", "C", "C", "C", "C", "C", "C", "C", "C", "C", "C", "H", "H", "H", "H", "H", "H", "H", "H", "H", "H", "H", "H", "H", "H", "H", "H", "H", "H", "H", "H", "H", "H", "H", "H", "H", "H", "H", "H", "H", "H", "H", "H", "H", "H", "H", "H"], "xyz": [[-1.652220, 0.518854, -0.278462], [-1.496260, 2.826355, 0.090776], [1.595906, -0.615013, -0.270959], [-1.356343, -0.018242, 1.608892], [3.929738, -1.811931, -1.190866], [4.157351, -0.474614, 0.809370], [-2.190539, 0.402058, -2.252979], [-2.166905, -1.417110, -0.375126], [3.100505, -2.661056, 0.934691], [-2.048364, -2.104305, 0.796159], [-3.156030, -1.107141, -3.822003], [-1.582600, -3.695304, 4.653295], [-3.393502, -3.158221, -1.583884], [0.468056, 5.163140, -2.588750], [-1.043828, -1.009841, 4.148256], [-2.453186, 1.075551, -4.515786], [-3.033795, -0.141809, -4.819020], [2.104560, 4.233704, -1.081917], [3.748699, -2.991777, -0.425052], [-1.160665, -2.855963, 5.678165], [2.674373, -1.229011, -1.660643], [1.694081, -2.163178, 0.767041], [-0.891594, -1.515541, 5.426339], [-0.222083, 3.672779, -0.827705], [-2.716997, -0.828503, -2.546196], [-0.539671, 4.486069, -1.917154], [1.106785, 3.547392, -0.412736], [-1.738991, -3.199177, 3.372843], [3.985880, -1.614237, 1.636683], [-1.643722, -1.319762, 1.764195], [-3.101881, 3.538558, -0.311504], [1.785526, 5.036632, -2.172627], [-1.234227, 3.078726, 1.852484], [-2.040564, 1.313249, -3.215109], [-1.467287, -1.850870, 3.113625], [-2.751506, -1.827172, -1.446382], [4.761569, -0.851154, -0.468857], [2.934487, 0.306771, 0.643296], [-0.322039, 2.582548, 2.179529], [-2.943387, -3.718165, -2.405971], [3.129863, 4.169505, -0.741342], [1.284935, -1.969000, 1.761083], [4.939825, -2.105387, 1.827564], [5.738665, -1.296857, -0.280995], [-2.321480, 1.842519, -5.265719], [-2.083372, -3.841384, 2.574597], [2.897437, -0.394047, -2.327190], [-3.852904, 3.098209, 0.345201], [-1.159534, 4.149523, 2.048386], [-3.380391, -0.351725, -5.822310], [-2.074428, 2.658225, 2.405427], [2.565879, 5.582493, -2.685753], [3.087543, -3.509887, 1.503782], [2.128252, -1.969559, -2.248993], [-4.455644, -3.035201, -1.807972], [-3.287432, -3.723213, -0.663230], [-3.068137, 4.615237, -0.133647], [-3.391690, 3.357716, -1.344762], [0.221081, 5.807962, -3.421063], [3.168907, 1.218289, 0.091733], [3.096394, -3.706834, -0.924803], [1.106358, -2.962561, 0.313194], [-1.050571, -3.246690, 6.680992], [3.500142, -1.365418, 2.579627], [-3.585337, -2.074344, -4.042327], [1.355670, 2.948677, 0.456412], [-1.567984, 4.631319, -2.225307], [-1.577123, 2.249374, -2.933055], [-0.576448, -0.866311, 6.231543], [4.900579, 0.038368, -1.080236], [2.560222, 0.605112, 1.625974], [-1.801348, -4.733885, 4.859688], [4.705781, -3.459499, -0.194976], [-0.853007, 0.035951, 3.952560]], "forces_ev_per_angstrom": [[-0.34, 0.14, -0.24], [-0.03, 0.02, 0.15], [0.11, -0.08, 0.02], [0.01, -0.01, 0.00], [0.01, -0.01, 0.00], [0.02, 0.01, 0.00], [0.14, 0.02, -0.02], [0.02, -0.11, 0.07], [0.00, -0.01, 0.01], [0.04, 0.04, 0.00], [0.00, -0.01, 0.04], [0.00, -0.01, 0.00], [0.02, 0.00, -0.02], [0.00, 0.00, 0.00], [0.00, -0.01, -0.02], [-0.03, -0.03, -0.02], [0.01, 0.03, -0.01], [0.00, 0.00, 0.01], [0.00, 0.01, 0.00], [0.00, 0.01, 0.02], [-0.01, -0.01, 0.04], [-0.01, 0.02, 0.01], [0.00, -0.02, 0.00], [0.01, -0.06, -0.04], [-0.02, 0.00, -0.01], [-0.01, 0.02, 0.00], [0.02, 0.00, 0.00], [0.00, 0.01, 0.00], [-0.01, 0.00, -0.01], [-0.02, 0.06, -0.07], [0.00, 0.01, 0.05], [0.01, 0.00, 0.00], [0.03, 0.01, 0.00], [-0.05, 0.01, 0.04], [0.04, 0.00, 0.03], [0.06, 0.01, 0.04], [-0.01, 0.00, 0.00], [-0.06, -0.04, 0.01], [0.01, 0.01, 0.00], [0.00, 0.00, 0.00], [-0.01, 0.00, -0.01], [-0.01, -0.02, 0.00], [0.00, 0.00, 0.00], [0.00, 0.00, 0.00], [0.00, 0.00, 0.00], [-0.01, 0.00, 0.00], [0.01, -0.01, -0.01], [0.00, -0.01, -0.01], [-0.01, 0.00, 0.00], [0.00, 0.00, 0.00], [0.00, -0.01, -0.01], [0.00, 0.00, 0.00], [0.00, 0.00, 0.00], [0.00, 0.01, -0.01], [0.00, 0.00, 0.00], [0.00, 0.00, 0.01], [0.00, 0.00, 0.01], [0.02, -0.02, -0.03], [0.00, 0.00, 0.00], [0.02, 0.02, -0.01], [0.00, 0.00, 0.00], [-0.01, 0.00, 0.00], [0.00, 0.00, 0.00], [0.00, 0.00, 0.00], [0.00, 0.00, 0.00], [0.01, -0.01, -0.01], [0.00, 0.00, 0.00], [0.00, 0.01, 0.01], [0.00, 0.00, 0.00], [0.00, 0.00, 0.00], [0.01, 0.02, -0.01], [0.00, 0.00, 0.00], [0.00, 0.00, 0.00], [0.00, 0.00, 0.00]], "mulliken_charge": [1.253, 0.855, 1.241, -0.399, 0.208, 0.200, -0.110, 0.423, 0.078, -1.067, -0.693, -0.813, -1.635, -0.849, -0.208, -0.887, -0.486, -0.789, -0.764, -0.403, -1.314, -1.312, -0.841, 0.695, 0.659, -0.360, -0.585, -0.301, -0.803, 0.031, -1.365, -0.586, -1.172, 0.087, 0.599, 0.973, -0.895, -1.179, 0.320, 0.419, 0.504, 0.608, 0.363, 0.320, 0.481, 0.487, 0.457, 0.408, 0.498, 0.472, 0.406, 0.433, 0.357, 0.472, 0.405, 0.347, 0.495, 0.399, 0.449, 0.442, 0.371, 0.537, 0.441, 0.389, 0.484, 0.346, 0.442, 0.411, 0.461, 0.364, 0.460, 0.439, 0.369, 0.458], "charge": 3, "homo_energy_ev": -16.2, "homo_lumo_gap_ev": 6.78, "relative_energy_kj_mol": 0.0, "lumo_energy_ev": -9.41}

***

{"formula": "C5H9NO", "method": "wB97M-V/def2-TZVPD", "species": ["O", "N", "C", "C", "C", "C", "C", "H", "H", "H", "H", "H", "H", "H", "H", "H"], "xyz": [[-1.520643, 1.099045, -2.702099], [0.963652, 0.482511, 0.384409], [1.115855, 0.445284, -0.943971], [-0.130287, -0.336587, 2.454991], [-1.254724, 0.207539, -1.933906], [-0.150083, 0.218506, 1.072162], [0.144472, -0.372633, -1.724130], [0.561690, -0.569660, -2.717573], [-1.084908, 0.301041, 0.532784], [-0.968592, 0.049599, 3.043109], [0.796158, -0.094626, 2.994614], [-0.228895, -1.433747, 2.455024], [0.015001, -1.325634, -1.171321], [1.805002, 0.667025, 0.932326], [1.993241, 0.913503, -1.370471], [-2.056938, -0.251167, -1.305948]], "forces_ev_per_angstrom": [[0.17, -0.43, 0.34], [-0.03, -0.10, 0.15], [-0.01, -0.01, -0.01], [0.01, 0.01, 0.19], [-0.09, 0.37, -0.24], [0.01, -0.11, -0.13], [0.03, 0.06, -0.07], [-0.07, 0.03, 0.10], [0.19, -0.13, 0.05], [0.11, 0.00, -0.04], [-0.11, -0.01, -0.14], [0.10, 0.19, 0.05], [-0.05, 0.15, -0.12], [-0.20, 0.03, -0.06], [-0.16, -0.14, 0.09], [0.11, 0.07, -0.15]], "mulliken_charge": [-0.480, -0.122, -0.278, -1.111, -0.013, -0.129, -0.715, 0.316, 0.335, 0.304, 0.313, 0.219, 0.314, 0.264, 0.423, 0.359], "homo_energy_ev": -6.7, "homo_lumo_gap_ev": 7.57, "relative_energy_kj_mol": 330.7, "lumo_energy_ev": 0.87}

***

{"formula": "C21H24N2O4", "method": "wB97M-V/def2-TZVPD", "species": ["O", "O", "O", "O", "N", "N", "C", "C", "C", "C", "C", "C", "C", "C", "C", "C", "C", "C", "C", "C", "C", "C", "C", "C", "C", "C", "C", "H", "H", "H", "H", "H", "H", "H", "H", "H", "H", "H", "H", "H", "H", "H", "H", "H", "H", "H", "H", "H", "H", "H", "H"], "xyz": [[1.831368, -2.076148, 3.274432], [3.255345, -2.830267, 1.701405], [-2.079328, -2.305297, -1.666448], [-2.771561, 0.494039, -0.307339], [-1.571356, 1.625041, -2.445658], [-1.310546, 3.838414, -2.345043], [1.564843, 1.572001, -0.473956], [2.148144, -2.483792, 2.037996], [3.182830, -0.506231, 4.543029], [2.884842, -1.971203, 4.228750], [-0.273204, -2.020728, 1.535574], [1.159756, -2.876756, -0.192717], [-2.059950, 2.867194, -2.772298], [-2.168506, 0.344013, -2.681064], [-3.310523, 3.050872, -3.547050], [3.700418, 0.244658, 3.322059], [0.981127, -2.460075, 1.126897], [1.718873, 2.957475, -0.416086], [-1.327469, -1.966136, 0.643585], [-1.137411, -2.349298, -0.681987], [-0.267585, 3.249550, -1.676359], [0.115065, -2.825468, -1.085507], [0.815908, 3.812714, -1.013702], [-3.140159, -0.058651, -1.541662], [0.496894, 0.990060, -1.128721], [-3.288707, -1.601520, -1.487170], [-0.418117, 1.844118, -1.724773], [-1.820389, 0.390890, -0.167653], [-3.911819, -1.924467, -2.324657], [3.950627, 1.269334, 3.585391], [2.942901, 0.268786, 2.541221], [-0.421544, -1.710903, 2.557681], [3.774411, -2.467470, 3.826814], [-3.785803, -1.877620, -0.551552], [0.935210, 4.883259, -0.974690], [-2.706658, 0.350968, -3.631362], [2.570400, 3.364487, 0.108694], [-2.286739, -1.614442, 0.989399], [2.134348, -3.224650, -0.498605], [0.400755, -0.086062, -1.172934], [0.238296, -3.136157, -2.111374], [2.270995, -0.029949, 4.908488], [2.543542, -2.495531, 5.126043], [-4.161948, 2.646235, -3.001365], [2.298002, 0.936119, 0.000030], [-4.137995, 0.352147, -1.734143], [-1.364397, -0.395211, -2.746696], [3.926606, -0.480598, 5.341136], [-3.463120, 4.113398, -3.707209], [4.588631, -0.240814, 2.923829], [-3.245303, 2.549671, -4.512671]], "forces_ev_per_angstrom": [[-0.30, 0.11, -0.06], [-0.12, 0.06, 0.01], [0.34, -0.22, 0.09], [0.12, 0.12, 0.30], [0.13, 0.29, -0.17], [-0.29, 0.57, -0.18], [0.05, -0.08, 0.06], [0.28, -0.15, -0.11], [-0.14, -0.28, -0.35], [0.55, 0.09, 0.47], [0.32, -0.09, -0.05], [0.00, 0.08, 0.20], [0.07, -0.01, 0.03], [-0.24, -0.26, 0.23], [0.00, -0.07, 0.00], [-0.05, -0.06, 0.19], [-0.19, 0.04, -0.10], [0.15, 0.09, 0.08], [-0.37, -0.05, -0.18], [0.29, -0.06, 0.04], [0.03, -0.77, 0.08], [-0.28, 0.05, -0.05], [-0.11, -0.06, -0.07], [0.00, -0.54, -0.25], [-0.08, -0.23, -0.04], [-0.39, 0.59, -0.02], [0.30, 0.57, 0.08], [-0.05, 0.06, 0.05], [0.00, 0.00, 0.10], [0.02, 0.11, -0.05], [-0.03, 0.04, -0.11], [-0.02, 0.03, 0.07], [-0.16, 0.05, 0.15], [0.02, 0.01, -0.09], [0.01, 0.14, 0.01], [0.10, -0.05, 0.02], [0.07, 0.04, 0.04], [-0.05, 0.05, -0.03], [0.08, -0.03, -0.03], [0.00, -0.11, 0.00], [0.02, -0.03, -0.11], [0.02, 0.00, 0.12], [0.02, 0.02, -0.15], [-0.12, -0.02, -0.02], [0.07, -0.06, 0.04], [0.07, -0.09, -0.07], [-0.12, 0.12, -0.08], [-0.04, -0.02, 0.08], [-0.01, 0.01, 0.00], [0.09, -0.01, -0.09], [-0.07, -0.02, -0.07]], "mulliken_charge": [-0.295, -0.639, -0.497, -0.597, 0.399, -0.845, -0.669, 0.447, -0.418, -0.562, -0.604, -0.581, 0.818, -1.419, -1.394, -0.881, 0.193, -0.540, -0.586, 0.806, 0.287, -0.369, -0.594, 0.596, -0.232, -0.999, 0.404, 0.314, 0.462, 0.395, 0.025, 0.490, 0.380, 0.368, 0.436, 0.322, 0.390, 0.390, 0.444, 0.396, 0.422, 0.283, 0.286, 0.284, 0.474, 0.443, 0.398, 0.344, 0.391, 0.336, 0.296], "smiles": "CCCOC(=O)c1ccc(OC[C@@H](O)Cn2c(C)nc3ccccc32)cc1", "homo_energy_ev": -8.4, "homo_lumo_gap_ev": 8.97, "relative_energy_kj_mol": 166.0, "lumo_energy_ev": 0.58}